# 1
C30H48P2RuTe as an isolated structure at a distorted geometry, computed with wB97M-V/def2-TZVPD.

The geometry in XYZ format:
```
82
C30H48P2RuTe, DFT wB97M-V/def2-TZVPD
Ru -0.41 -0.59 0.55
C -0.25 -2.59 1.40
C 1.17 -2.69 1.13
C 0.92 -1.25 2.92
C -0.40 -1.70 2.56
C 1.86 -1.87 2.06
C -1.30 -3.55 0.99
H -0.98 -4.12 0.11
H -2.22 -3.02 0.75
H -1.53 -4.26 1.80
C -1.61 -1.67 3.41
H -2.16 -2.62 3.34
H -2.31 -0.89 3.09
H -1.35 -1.47 4.46
C 1.22 -0.37 4.07
H 0.85 -0.80 5.02
H 0.73 0.61 3.96
H 2.30 -0.22 4.19
C 3.34 -1.76 2.19
H 3.67 -2.13 3.17
H 3.69 -0.72 2.11
H 3.85 -2.36 1.43
C 1.79 -3.62 0.18
H 2.30 -4.45 0.70
H 2.55 -3.12 -0.44
H 1.05 -4.07 -0.49
C -1.61 0.43 -4.25
C -1.75 -0.89 -4.05
C -0.86 -1.96 -4.60
C 0.66 -1.61 -4.71
C 1.25 -0.80 -3.59
C 1.24 0.55 -3.56
C 0.75 1.38 -4.71
C -0.68 1.05 -5.24
H -1.21 -2.24 -5.61
H 0.83 -1.13 -5.69
H -0.96 -2.86 -3.97
H -0.58 0.43 -6.15
H -2.36 1.12 -3.85
H -2.64 -1.25 -3.53
H -1.13 2.00 -5.57
H 0.78 2.44 -4.40
H 1.81 1.10 -2.81
H 1.45 1.29 -5.56
H 1.20 -2.57 -4.74
H 1.82 -1.39 -2.87
P -1.68 0.49 -1.05
P 1.07 1.15 0.18
C -0.91 2.05 -1.63
C 0.34 2.49 -0.85
H -1.70 2.82 -1.55
H -0.69 1.93 -2.70
H 1.12 2.85 -1.54
H 0.10 3.34 -0.18
C 1.81 1.98 1.60
H 2.27 1.23 2.26
H 1.07 2.55 2.16
H 2.61 2.66 1.25
C 2.52 0.39 -0.61
H 3.08 1.14 -1.19
H 2.21 -0.43 -1.27
H 3.18 -0.03 0.16
C -3.43 0.28 -1.34
H -3.73 -0.76 -1.15
H -3.69 0.55 -2.38
H -3.99 0.93 -0.64
C -0.87 -1.11 -1.51
H -0.06 -1.66 -0.92
H -0.30 -0.81 -2.40
H -1.64 -1.87 -1.73
Te -2.02 1.26 1.58
C -1.28 2.41 3.28
C -0.91 3.75 3.09
C -0.69 4.56 4.23
C -0.86 4.03 5.51
C -1.21 2.68 5.68
C -1.44 1.87 4.56
H -0.82 4.15 2.08
H -0.40 5.60 4.10
H -0.71 4.67 6.39
H -1.32 2.25 6.68
H -1.77 0.83 4.66
```

* 2S+1: 6
* HOMO level (spin up / spin down): -8.14 / -10.36 eV
* orbital gap (spin up / spin down): 6.33 / 6.01 eV
* net charge: +1

***

# 2
C30H49AlBCaCl4F2N4NaO18SSi2 as an isolated structure at a distorted geometry, computed with wB97M-V/def2-TZVPD.

The geometry in XYZ format:
```
114
C30H49AlBCaCl4F2N4NaO18SSi2, DFT wB97M-V/def2-TZVPD
C 3.37 -2.32 -0.63
C 3.06 -1.34 0.50
O 2.94 -0.01 0.01
C 4.15 0.64 -0.02
C 3.96 1.94 -0.80
O 3.17 1.72 -1.92
C 1.98 2.54 -2.05
Si 0.48 1.53 -2.67
O -0.21 0.80 -1.34
Si -1.82 0.37 -1.39
C -2.86 1.41 -2.56
N -4.26 0.94 -2.50
C -2.12 -1.43 -1.86
C -0.88 -2.26 -1.90
C -0.33 -2.62 -3.25
N -0.35 -2.66 -0.82
C -2.50 0.57 0.35
C -2.16 -0.35 1.35
C -2.75 -0.14 2.58
C -3.60 0.93 2.77
N -3.91 1.84 1.86
C -3.34 1.62 0.67
C 1.13 0.30 -3.95
O 2.06 -0.45 -3.54
O 0.63 0.32 -5.09
H 3.61 -1.79 -1.54
H 2.48 -2.90 -0.84
H 4.13 -3.03 -0.34
H 3.87 -1.39 1.22
H 2.13 -1.59 1.00
H 4.55 0.88 0.97
H 4.91 0.06 -0.56
H 3.64 2.78 -0.19
H 4.94 2.21 -1.25
H 1.70 3.04 -1.13
H 2.19 3.34 -2.76
H -0.39 2.54 -3.31
H -2.53 1.29 -3.59
H -2.77 2.47 -2.30
H -4.88 1.74 -2.48
H -4.44 0.38 -1.67
H -2.76 -1.87 -1.10
H -2.64 -1.47 -2.81
H -0.68 -1.95 -4.03
H -0.71 -3.61 -3.50
H 0.75 -2.64 -3.25
H 0.46 -3.22 -1.06
H -1.49 -1.18 1.18
H -2.55 -0.81 3.40
H -4.07 1.04 3.74
H -3.57 2.34 -0.10
C 0.19 1.80 2.10
C 1.57 2.29 1.70
O 1.81 3.67 1.94
C 1.70 4.08 3.29
C 2.65 3.38 4.24
H -0.58 2.37 1.59
H 0.09 0.75 1.83
H 0.02 1.89 3.17
H 1.69 2.15 0.63
H 2.34 1.68 2.18
H 0.67 3.97 3.64
H 1.91 5.15 3.29
H 2.46 2.30 4.28
H 2.53 3.78 5.25
H 3.69 3.52 3.92
Al 5.22 2.69 -2.91
O 6.20 -1.64 -8.95
C 5.62 -1.43 -7.93
O 6.23 -1.53 -6.72
C 5.26 -1.31 -5.67
C 4.14 -0.53 -6.31
C 4.16 -1.04 -7.74
H 4.93 -2.28 -5.29
H 5.74 -0.77 -4.85
H 3.19 -0.65 -5.80
H 4.38 0.54 -6.30
H 3.55 -1.94 -7.87
H 3.87 -0.29 -8.47
C -5.80 -3.52 3.42
Cl -7.26 -3.09 4.31
Cl -4.88 -4.73 4.33
Cl -6.25 -4.20 1.85
Cl -4.80 -2.09 3.17
B -10.49 -1.34 5.26
O -11.12 -1.31 3.90
C -12.42 -1.27 3.99
O -13.24 -1.24 3.13
C -12.76 -1.28 5.49
O -13.92 -1.25 5.95
O -11.72 -1.32 6.20
F -9.74 -0.24 5.48
F -9.81 -2.51 5.47
C 2.29 2.38 8.12
C 1.22 1.97 7.23
N 0.39 1.64 6.52
H 2.32 3.47 8.19
H 2.11 1.97 9.12
H 3.24 2.02 7.75
O 7.50 1.16 -1.66
C 8.51 1.98 -1.94
C 9.96 1.30 -1.46
O 10.93 2.11 -1.68
H 8.48 2.98 -1.44
H 8.67 2.24 -3.00
H 9.99 0.32 -1.97
H 9.77 1.01 -0.38
Ca -15.50 -1.83 7.39
O -6.30 -6.66 -3.04
S -6.21 -6.04 -1.72
O -5.21 -6.77 -0.94
O -7.53 -6.09 -1.09
O -5.79 -4.64 -1.79
Na 8.30 1.71 0.76
```

* HOMO level: -5.82 eV
* orbital gap: 0.60 eV

***

# 3
C30H49BMgN8OS4 as an isolated structure at a distorted geometry, computed with wB97M-V/def2-TZVPD.

The geometry in XYZ format:
```
94
C30H49BMgN8OS4, DFT wB97M-V/def2-TZVPD
Mg -15.81 6.21 4.99
C -15.53 11.82 5.52
C -16.65 11.16 4.70
C -17.61 11.81 3.99
C -18.57 11.09 3.20
N -18.49 9.81 2.99
N -17.57 9.17 3.78
B -17.69 7.73 3.59
N -16.92 7.13 2.49
N -16.30 7.95 1.55
C -16.53 7.64 0.33
C -17.30 6.50 -0.08
C -17.48 5.50 0.87
C -18.11 4.14 0.56
C -17.14 5.83 2.19
S -16.96 4.60 3.38
C -15.77 8.47 -0.73
C -15.06 9.58 0.05
C -16.72 9.06 -1.78
C -14.64 7.55 -1.37
N -18.95 7.00 4.03
N -19.82 6.95 2.91
C -21.02 6.59 3.12
C -21.49 6.12 4.42
C -20.57 5.90 5.42
C -21.00 5.26 6.74
C -19.19 6.27 5.14
S -18.03 5.78 6.23
C -21.97 6.76 1.99
C -23.11 7.70 2.41
C -21.29 7.42 0.76
C -22.60 5.39 1.60
C -16.66 9.67 4.67
S -15.89 8.55 5.84
C -19.70 11.86 2.53
C -20.56 12.58 3.63
C -19.05 12.88 1.60
C -20.56 10.95 1.67
H -15.17 12.75 5.03
H -15.91 12.15 6.52
H -14.69 11.14 5.65
H -17.73 12.92 3.98
H -17.74 6.45 -1.07
H -18.48 4.16 -0.48
H -17.42 3.32 0.64
H -18.99 3.92 1.22
H -15.81 10.24 0.60
H -14.45 9.19 0.88
H -14.44 10.15 -0.63
H -17.63 9.45 -1.21
H -16.27 9.95 -2.30
H -17.03 8.41 -2.63
H -13.77 7.46 -0.70
H -14.94 6.47 -1.56
H -14.25 7.93 -2.32
H -22.53 5.87 4.61
H -20.21 4.53 7.05
H -21.10 5.99 7.57
H -21.97 4.78 6.64
H -23.62 8.13 1.49
H -23.89 7.14 2.94
H -22.70 8.54 3.04
H -20.89 8.42 1.01
H -20.46 6.75 0.36
H -22.06 7.54 0.02
H -23.10 4.97 2.48
H -23.48 5.50 0.91
H -21.87 4.70 1.15
H -20.07 13.52 3.84
H -21.56 12.79 3.20
H -20.64 11.99 4.55
H -18.28 13.45 2.12
H -18.54 12.53 0.69
H -19.82 13.63 1.25
H -20.99 10.12 2.31
H -21.37 11.51 1.23
H -19.99 10.51 0.87
O -15.03 5.30 6.64
H -15.45 4.76 7.34
H -14.08 5.12 6.69
C -10.51 5.43 4.20
N -11.14 6.53 4.91
C -12.47 6.81 4.96
S -13.51 6.18 3.76
N -12.92 7.66 5.94
C -12.29 8.16 7.13
H -10.20 4.69 4.95
H -9.58 5.82 3.78
H -11.08 4.99 3.39
H -10.60 6.95 5.68
H -13.69 8.20 5.60
H -11.49 8.85 6.92
H -11.89 7.34 7.73
H -13.04 8.65 7.78
```

* HOMO level: -13.47 eV
* orbital gap: 6.85 eV
* net charge: +2